Density functional theory data (ωB97M-V/def2-TZVPD) for C11H8EuNO5 as an isolated structure.

Its lowest unoccupied orbital energy (alpha / beta) is -4.18 / -4.39 eV. The HOMO energy (alpha / beta) is -9.0869 / -10.3746 eV. Its spin multiplicity is 8. As for the net charge: +1. As for the HOMO-LUMO gap (alpha / beta): 0.1802 / 0.2198 hartree.

Cartesian coordinates (Å):
O 2.24490 1.79968 -1.48034
C 1.47371 0.99403 -1.10188
Eu -0.73683 -0.17659 -0.81765
O -1.41419 2.73656 -3.03663
C -1.27512 1.83205 -2.33429
C 2.26818 0.10125 0.74186
O 1.52578 -0.71850 1.25231
C 0.08730 1.54147 0.96603
O 0.64501 2.28172 1.66802
C 1.09235 -1.61832 -2.18407
O 1.89270 -2.20193 -2.76516
H 3.36227 0.26914 0.91262
N -2.86168 -0.48039 0.63846
C -2.80882 -1.68194 1.44739
C -2.13290 -1.68809 2.65992
C -2.17546 -2.80655 3.48250
C -2.85033 -3.94944 3.04257
C -3.44105 -3.95794 1.76932
C -3.39712 -2.83556 0.94469
H -2.97675 0.36762 1.20412
H -3.66982 -0.50221 0.00581
H -1.60637 -0.80519 2.95828
H -1.70384 -2.79178 4.46589
H -2.93806 -4.80749 3.72625
H -3.93112 -4.87288 1.45178
H -3.79077 -2.89726 -0.07538